Record 1
DFT (ωB97M-V/def2-TZVPD) results for a structure of composition C31H47N5O5PS2Tb in a non-equilibrium geometry.

The largest force on an atom comes out at 3.25 eV Å⁻¹. Its expectation value of S² is 12.04. The energy is -103994.92657 eV. The value obtained for the HOMO-LUMO gap (alpha / beta) is 8.44 / 8.46 eV. Its HOMO energy (alpha / beta) is -7.97 / -8.00 eV.

Structure (ORCA input):
```
! wB97M-V def2-TZVPD RIJCOSX def2/J DEFGRID3
* xyz 0 7
Tb 0.20 -0.30 0.63
N -0.89 -2.70 0.57
C -0.19 -3.49 -0.39
C 0.26 -2.62 -1.59
O 0.22 -3.06 -2.73
O 0.63 -1.43 -1.22
H -1.00 -3.12 1.48
H -1.82 -2.46 0.18
H -0.83 -4.29 -0.75
H 0.72 -3.87 0.04
S -2.09 -2.53 4.03
C -1.81 -1.32 2.99
N -1.56 -0.51 2.14
C 2.10 3.07 -0.46
C 2.13 2.46 0.92
C 3.59 2.52 1.42
C 1.13 3.19 1.87
O 1.76 1.08 0.88
H 2.33 4.13 -0.39
H 1.16 2.94 -0.89
H 2.90 2.69 -1.14
H 3.88 3.55 1.60
H 4.20 2.16 0.66
H 3.67 1.94 2.31
H 1.63 4.04 2.30
H 0.98 2.51 2.72
H 0.17 3.26 1.34
O 1.57 -1.76 1.96
S 2.74 -1.58 2.85
C 4.09 -2.16 1.83
C 3.93 -3.41 1.23
C 4.98 -3.87 0.43
C 6.02 -2.94 0.16
C 6.13 -1.70 0.80
C 5.12 -1.28 1.66
C 2.58 -2.94 3.98
C 3.65 -3.03 4.96
C 3.54 -4.06 5.88
C 2.49 -5.00 5.81
C 1.44 -4.85 4.87
C 1.53 -3.80 3.93
H 3.04 -3.95 1.42
H 4.84 -4.84 -0.03
H 6.89 -3.26 -0.34
H 6.96 -1.03 0.57
H 5.03 -0.31 2.15
H 4.48 -2.35 4.95
H 4.36 -4.09 6.63
H 2.42 -5.85 6.51
H 0.59 -5.50 4.91
H 0.82 -3.63 3.14
O -1.28 0.94 -0.50
P -2.18 1.47 -1.58
N -3.50 0.51 -1.73
C -3.78 -0.66 -0.91
C -4.98 -1.32 -1.65
C -5.76 -0.07 -1.99
C -4.74 0.95 -2.39
N -2.56 3.05 -1.29
C -2.35 3.68 0.08
C -3.51 4.70 0.13
C -3.65 5.21 -1.25
C -3.12 4.07 -2.18
N -1.61 1.37 -3.12
C -1.21 -0.03 -3.58
C -0.54 0.29 -4.92
C 0.27 1.45 -4.54
C -0.59 2.27 -3.61
H -4.17 -0.49 0.11
H -2.91 -1.38 -0.82
H -5.45 -2.13 -0.98
H -4.64 -1.74 -2.55
H -6.20 0.33 -1.00
H -6.59 -0.18 -2.69
H -4.96 1.96 -2.18
H -4.60 0.91 -3.43
H -1.38 4.26 0.14
H -2.42 2.88 0.86
H -3.32 5.57 0.77
H -4.43 4.28 0.52
H -2.97 6.05 -1.40
H -4.57 5.56 -1.67
H -2.29 4.37 -2.79
H -3.86 3.61 -2.84
H -2.08 -0.69 -3.62
H -0.44 -0.51 -2.98
H -1.20 0.44 -5.76
H 0.16 -0.57 -5.07
H 0.60 2.03 -5.36
H 1.16 1.05 -3.98
H -1.10 3.12 -4.13
H 0.07 2.76 -2.88
*
```

***

Record 2
DFT (ωB97M-V/def2-TZVPD) results for a structure of composition C31H48As4CdNO6STe in a non-equilibrium geometry.

The largest force on an atom comes out at 1.49 eV Å⁻¹. The energy is -312750.42156 eV. The value obtained for the HOMO-LUMO gap is 7.25 eV. Its HOMO energy is -4.78 eV.

Structure (ORCA input):
```
! wB97M-V def2-TZVPD RIJCOSX def2/J DEFGRID3
* xyz -1 1
Cd -0.40 -0.54 -1.61
O 0.73 2.13 -1.10
As -0.81 2.43 -1.95
O -1.33 3.90 -1.41
O -1.76 1.11 -1.52
C -0.20 2.71 -3.79
C 0.12 4.04 -4.04
C 0.73 4.39 -5.24
C 0.99 3.44 -6.20
C 0.67 2.11 -5.98
C 0.07 1.75 -4.78
S 0.05 0.03 -4.33
O 0.54 -0.74 -5.45
O -1.30 -0.35 -3.89
O 1.01 0.08 -3.18
H 0.71 2.76 -0.37
H -0.10 4.77 -3.28
H 1.03 5.42 -5.40
H 1.48 3.72 -7.13
H 0.89 1.33 -6.69
C -3.67 2.33 0.62
As -1.93 2.63 1.45
C -2.18 4.57 1.66
C -2.56 2.03 3.24
C -1.55 1.99 4.39
C -2.15 1.19 5.55
C -0.23 1.36 3.94
As -0.31 -0.32 2.88
C 1.60 -0.25 2.48
C -0.12 -1.60 4.36
C -1.28 3.43 4.87
As 0.20 3.68 6.16
C 1.65 4.05 4.89
C -0.21 5.57 6.49
H -3.65 2.77 -0.37
H -4.46 2.79 1.22
H -3.85 1.26 0.52
H -3.01 4.80 2.33
H -2.37 4.95 0.66
H -1.27 5.06 2.03
H -2.92 1.02 3.05
H -3.43 2.64 3.52
H -2.32 0.15 5.25
H -3.10 1.62 5.87
H -1.47 1.18 6.41
H 0.43 1.19 4.80
H 0.28 2.06 3.27
H 2.17 0.04 3.37
H 1.78 0.48 1.68
H 1.94 -1.22 2.13
H 0.58 -1.23 5.11
H 0.26 -2.53 3.94
H -1.08 -1.80 4.83
H -2.18 3.83 5.36
H -1.07 4.07 4.01
H 2.12 3.13 4.55
H 2.40 4.67 5.38
H 1.27 4.59 4.01
H -1.13 5.65 7.08
H -0.35 6.10 5.55
H 0.60 6.03 7.05
C -1.41 -3.16 0.33
C 0.08 -3.01 0.26
C 1.07 -3.84 0.73
C 2.31 -3.26 0.34
C 2.01 -2.10 -0.34
C 2.95 -1.09 -0.93
N 0.65 -1.94 -0.39
H -1.67 -4.03 0.93
H -1.84 -3.29 -0.67
H -1.87 -2.28 0.79
H 0.91 -4.77 1.27
H 3.30 -3.63 0.56
H 3.90 -1.12 -0.40
H 2.54 -0.08 -0.87
H 3.15 -1.29 -1.99
C 0.67 -5.06 -2.62
Te 0.53 -3.06 -3.36
C -0.09 -4.10 -5.12
C 0.68 -5.40 -5.08
C 1.01 -6.12 -6.22
C 1.76 -7.29 -6.13
C 2.18 -7.74 -4.88
C 1.85 -7.03 -3.74
C 1.09 -5.87 -3.82
H -0.30 -5.39 -2.25
H 1.38 -5.12 -1.80
H 0.14 -3.51 -6.00
H -1.16 -4.27 -5.08
H 0.69 -5.76 -7.19
H 2.02 -7.84 -7.02
H 2.78 -8.64 -4.81
H 2.19 -7.37 -2.77
*
```

***

Record 3
DFT (ωB97M-V/def2-TZVPD) results for a structure of composition C31H48BrGeN3O10PSTi.

The largest force on an atom comes out at 0.48 eV Å⁻¹. The energy is -227669.14854 eV. The value obtained for the HOMO-LUMO gap is 6.71 eV. Its energy above the lowest of the compared OMol25 structures with the same formula, charge and spin is 14.2 kcal/mol. Its HOMO energy is -10.29 eV.

Structure (ORCA input):
```
! wB97M-V def2-TZVPD RIJCOSX def2/J DEFGRID3
* xyz 1 1
Ti -0.08 -0.53 0.54
C 0.66 0.02 4.69
C -0.35 -0.67 3.78
C -0.67 -2.08 4.27
C -1.63 0.15 3.67
O 0.23 -0.78 2.44
Ge 1.94 -1.91 2.21
O 0.90 -2.32 0.57
C 1.39 -3.39 -0.31
C 1.25 -2.98 -1.76
C 2.86 -3.68 -0.01
C 0.55 -4.63 0.00
O 2.54 -0.46 1.29
C 3.90 0.03 1.21
C 4.85 -0.87 1.99
C 4.29 0.08 -0.26
C 3.93 1.44 1.80
H 0.30 0.00 5.72
H 0.82 1.05 4.40
H 1.62 -0.50 4.66
H -1.29 -2.02 5.17
H 0.24 -2.63 4.53
H -1.21 -2.63 3.51
H -2.01 0.37 4.67
H -2.40 -0.39 3.12
H -1.44 1.10 3.17
H 1.91 -2.14 -2.00
H 0.22 -2.69 -2.00
H 1.53 -3.83 -2.39
H 3.46 -2.78 -0.13
H 3.22 -4.42 -0.72
H 3.01 -4.09 0.99
H -0.49 -4.47 -0.25
H 0.63 -4.89 1.06
H 0.92 -5.48 -0.59
H 4.81 -1.90 1.62
H 4.61 -0.87 3.06
H 5.87 -0.52 1.87
H 4.35 -0.92 -0.70
H 5.27 0.55 -0.38
H 3.56 0.66 -0.83
H 3.47 1.45 2.78
H 3.41 2.14 1.15
H 4.96 1.79 1.90
Br -4.09 3.70 -5.80
C -2.43 4.26 -5.07
C -1.46 4.77 -5.92
C -0.25 5.19 -5.38
C -0.01 5.04 -4.02
C -1.01 4.55 -3.18
C -2.22 4.16 -3.71
N 1.26 5.50 -3.53
N 1.96 4.81 -2.79
C 1.58 3.47 -2.44
C 1.47 2.47 -3.37
C 1.10 1.15 -3.01
C 0.85 0.89 -1.70
O 0.40 -0.27 -1.19
C 1.01 1.89 -0.72
N 0.70 1.51 0.54
C 0.73 2.41 1.49
C 1.10 3.74 1.25
C 1.43 4.14 -0.02
C 1.38 3.19 -1.06
H -1.65 4.86 -6.98
H 0.52 5.62 -6.01
H -0.85 4.47 -2.11
H -3.00 3.77 -3.06
H 1.63 2.70 -4.42
H 0.97 0.39 -3.77
H 0.46 2.08 2.49
H 1.11 4.44 2.08
H 1.72 5.16 -0.23
C -2.97 -4.62 1.98
O -2.66 -4.01 0.71
P -2.29 -2.43 0.66
O -3.72 -1.74 0.91
C -4.95 -2.08 0.25
O -1.91 -2.31 -0.88
C -2.53 -2.90 -2.03
H -3.40 -5.59 1.76
H -3.70 -4.02 2.53
H -2.07 -4.74 2.57
H -5.76 -1.74 0.88
H -5.02 -3.16 0.11
H -4.99 -1.57 -0.71
H -2.35 -2.23 -2.86
H -3.60 -3.01 -1.88
H -2.09 -3.88 -2.22
C -4.08 1.47 0.48
S -2.58 1.26 -0.44
O -2.82 0.42 -1.58
O -1.95 2.53 -0.63
O -1.72 0.45 0.59
H -4.13 2.49 0.84
H -4.09 0.76 1.31
H -4.91 1.26 -0.20
*
```

***

Record 4
DFT (ωB97M-V/def2-TZVPD) results for the ion C31H48N2O3 with charge +2.

The largest force on an atom comes out at 0.88 eV Å⁻¹. The energy is -42035.65482 eV. The value obtained for the HOMO-LUMO gap is 7.56 eV. Its energy above the lowest of the compared OMol25 structures with the same formula, charge and spin is 3.5 kcal/mol. Its HOMO energy is -11.41 eV.

Structure (ORCA input):
```
! wB97M-V def2-TZVPD RIJCOSX def2/J DEFGRID3
* xyz 2 1
C 5.40 -4.72 0.93
C 5.98 -6.12 0.72
N 5.23 -7.23 1.38
C 5.27 -7.07 2.84
C 5.84 -8.54 0.99
C 7.25 -8.80 1.52
C 3.79 -7.24 0.98
C 3.49 -7.47 -0.51
C 2.01 -7.16 -0.79
C 1.71 -5.67 -0.97
O 1.98 -4.98 0.24
C 1.49 -3.70 0.37
C 1.60 -3.14 1.64
C 1.15 -1.86 1.91
C 0.57 -1.12 0.89
C 0.48 -1.69 -0.39
C 0.93 -2.96 -0.67
C -0.17 -0.72 -1.32
O -0.40 -0.86 -2.49
C -0.45 0.47 -0.46
C -1.04 1.66 -0.81
C -1.21 2.63 0.19
O -1.81 3.78 -0.23
C -1.99 4.85 0.68
C -2.56 6.03 -0.11
C -3.92 5.67 -0.71
C -4.43 6.63 -1.79
N -5.40 7.69 -1.36
C -6.68 7.07 -0.96
C -5.63 8.62 -2.51
C -6.11 7.99 -3.81
C -4.83 8.47 -0.22
C -5.65 9.64 0.28
C -0.78 2.39 1.48
C -0.17 1.18 1.82
C 0.00 0.22 0.85
H 4.41 -4.62 0.52
H 6.05 -4.02 0.41
H 5.39 -4.44 1.98
H 6.03 -6.33 -0.35
H 7.00 -6.14 1.11
H 6.29 -6.88 3.17
H 4.65 -6.23 3.14
H 4.90 -7.97 3.33
H 5.18 -9.33 1.36
H 5.86 -8.59 -0.10
H 7.28 -8.85 2.60
H 7.97 -8.06 1.17
H 7.57 -9.76 1.14
H 3.30 -8.03 1.55
H 3.35 -6.29 1.27
H 3.69 -8.50 -0.78
H 4.10 -6.82 -1.14
H 1.39 -7.56 0.02
H 1.72 -7.66 -1.71
H 0.66 -5.56 -1.24
H 2.33 -5.26 -1.78
H 2.04 -3.73 2.43
H 1.24 -1.45 2.91
H 0.83 -3.35 -1.68
H -1.38 1.85 -1.81
H -1.03 5.14 1.12
H -2.68 4.55 1.48
H -1.86 6.26 -0.92
H -2.61 6.89 0.56
H -4.65 5.53 0.09
H -3.79 4.70 -1.19
H -3.57 7.14 -2.24
H -4.93 6.05 -2.56
H -6.57 6.56 -0.01
H -7.45 7.83 -0.86
H -7.00 6.35 -1.71
H -6.38 9.35 -2.19
H -4.70 9.15 -2.70
H -7.04 7.43 -3.68
H -5.37 7.34 -4.27
H -6.32 8.79 -4.51
H -3.85 8.83 -0.54
H -4.69 7.77 0.60
H -5.15 10.05 1.15
H -6.65 9.34 0.59
H -5.73 10.44 -0.45
H -0.90 3.13 2.25
H 0.16 1.02 2.83
*
```

***

Record 5
DFT (ωB97M-V/def2-TZVPD) results for a cluster of 9 separate species, C31H48N4O15 in total in a non-equilibrium geometry.

The largest force on an atom comes out at 3.91 eV Å⁻¹. The energy is -69596.68733 eV. The value obtained for the HOMO-LUMO gap is 11.01 eV. Its energy above the lowest of the compared OMol25 structures with the same formula, charge and spin is 0.0 kcal/mol. Its HOMO energy is -10.75 eV.

Structure (ORCA input):
```
! wB97M-V def2-TZVPD RIJCOSX def2/J DEFGRID3
* xyz 0 1
O 1.55 -22.81 -1.83
C 2.59 -22.39 -1.56
O 3.77 -23.01 -1.76
C 4.85 -22.18 -1.27
C 4.17 -21.06 -0.58
O 2.81 -21.22 -0.98
H 5.50 -22.80 -0.63
H 5.45 -21.80 -2.10
H 4.59 -20.16 -0.82
H 4.21 -21.24 0.50
O 8.77 -28.22 -2.85
C 8.99 -27.18 -3.31
O 10.13 -26.86 -4.05
C 10.05 -25.51 -4.52
C 8.86 -24.92 -3.76
O 8.24 -26.07 -3.17
H 10.95 -25.04 -4.20
H 9.85 -25.45 -5.66
H 8.11 -24.43 -4.37
H 9.09 -24.10 -3.08
O 11.92 -18.70 -3.29
C 12.67 -18.19 -4.09
O 12.77 -16.91 -4.30
C 13.69 -16.68 -5.39
C 13.90 -18.03 -5.99
O 13.37 -18.94 -4.98
H 13.26 -15.93 -6.07
H 14.57 -16.24 -4.98
H 14.96 -18.29 -6.19
H 13.41 -18.18 -6.90
O 7.85 -22.44 -2.68
C 8.44 -21.91 -1.78
O 8.13 -20.72 -1.21
C 9.13 -20.30 -0.34
C 10.11 -21.46 -0.27
O 9.56 -22.39 -1.22
H 9.63 -19.43 -0.77
H 8.68 -20.03 0.62
H 10.08 -21.86 0.80
H 11.19 -21.30 -0.55
O 8.58 -18.72 2.80
C 8.81 -19.68 3.46
O 9.84 -20.53 3.16
C 9.81 -21.68 4.05
C 8.70 -21.38 5.02
O 8.15 -20.16 4.53
H 9.63 -22.50 3.38
H 10.82 -21.68 4.52
H 9.01 -21.17 6.01
H 7.93 -22.13 5.01
C 5.80 -25.70 0.95
C 7.05 -25.77 0.03
C 7.98 -24.52 0.04
C 8.79 -24.35 1.22
N 9.41 -24.28 2.20
H 5.51 -24.62 1.00
H 6.04 -26.01 1.97
H 4.93 -26.26 0.61
H 6.77 -25.97 -0.97
H 7.62 -26.63 0.34
H 7.46 -23.57 -0.11
H 8.62 -24.60 -0.87
C 8.24 -17.25 -5.96
C 9.41 -18.09 -5.61
C 9.11 -19.48 -5.09
C 8.59 -20.38 -6.14
N 8.08 -20.96 -6.98
H 7.80 -17.58 -6.92
H 8.56 -16.24 -6.13
H 7.56 -17.16 -5.12
H 9.95 -17.56 -4.82
H 10.16 -18.12 -6.39
H 8.29 -19.38 -4.43
H 9.90 -19.99 -4.66
C 3.37 -18.90 3.32
C 4.63 -19.35 2.71
C 4.95 -20.84 3.02
C 6.03 -21.36 2.17
N 6.93 -21.70 1.58
H 3.34 -19.38 4.32
H 2.51 -19.09 2.68
H 3.44 -17.82 3.56
H 5.51 -18.77 3.03
H 4.64 -19.20 1.57
H 4.03 -21.43 2.91
H 5.34 -20.88 4.05
C 3.17 -21.15 -4.83
C 4.57 -21.42 -5.54
C 4.75 -20.77 -6.89
C 4.76 -19.27 -6.88
N 4.81 -18.14 -6.87
H 2.30 -21.33 -5.52
H 3.12 -20.08 -4.53
H 3.11 -21.67 -3.89
H 4.90 -22.45 -5.69
H 5.40 -21.03 -4.94
H 4.06 -21.07 -7.65
H 5.79 -20.97 -7.25
*
```